(1)
This record from the OMol25 dataset describes one molecule with the formula C6H6 in a non-equilibrium geometry. The level of theory is ωB97M-V/def2-TZVPD.

Computed properties:
- Orbital gap: 9.0 eV
- SMILES: CC#CC1=CC1
- E_HOMO: -8.2433 eV

Last column: natural (NBO) charge in e.
Positions of all 12 atoms, in Å:
C -1.30411 -0.16946 -0.01531  -0.054
C 0.00786 -0.44661 -0.06750  -0.090
C -2.74386 -0.50465 -0.07700  -0.400
C -2.15214 0.87868 0.00490  -0.154
C 1.15740 -0.08120 0.08069  0.106
C 2.59199 0.10512 -0.10134  -0.705
H -3.32735 -0.84127 0.85042  0.171
H -3.10445 -0.92412 -0.97058  0.181
H -2.33945 1.86308 0.28582  0.221
H 3.27210 -0.42759 0.60432  0.240
H 2.96760 1.12356 -0.09124  0.240
H 2.92259 -0.44242 -0.93276  0.244

Atomic forces in eV per Å
-4.197 3.059 -0.073
3.042 0.711 0.945
-0.914 -0.003 2.407
1.749 -3.881 -0.235
0.628 -0.919 -0.625
0.940 -0.492 1.801
1.027 -0.023 -1.211
-0.803 -0.218 -1.221
-0.199 1.376 -0.019
-1.006 0.387 0.520
-0.381 0.181 -0.309
0.114 -0.176 -1.980

=====

(2)
This record from the OMol25 dataset describes CH2BrN3 as an isolated structure in a non-equilibrium geometry. The level of theory is ωB97M-V/def2-TZVPD.

Computed properties:
- Orbital gap (spin up / spin down): 8.2 / 5.5 eV
- E_HOMO (spin up / spin down): -9.6232 / -9.4753 eV

Last column: natural (NBO) charge in e.
Positions of all 7 atoms, in Å:
C -0.36028 1.20395 0.63390  0.289
N 0.44550 1.44770 -0.33040  -0.398
N 0.22923 -0.05056 0.91813  -0.495
N 0.90855 0.13200 -0.19422  -0.161
Br -1.99877 -1.19443 -1.29634  -0.017
H -0.04568 -0.92376 1.31939  0.404
H 0.82145 -0.61489 -1.05046  0.377

Atomic forces in eV per Å
-1.245 -0.440 1.487
0.689 1.102 -2.447
-1.307 -0.691 3.017
2.575 -2.154 -4.391
-0.051 0.034 0.021
-0.433 -0.313 -0.095
-0.228 2.461 2.408

=====

(3)
This record from the OMol25 dataset describes one molecule with the formula C5H4N2O in a non-equilibrium geometry. The level of theory is ωB97M-V/def2-TZVPD.

Computed properties:
- Orbital gap: 8.7 eV
- SMILES: O=c1ccncnc1
- E_HOMO: -9.9367 eV

Last column: natural (NBO) charge in e.
Positions of all 12 atoms, in Å:
C -1.23368 -0.06609 -0.21833  0.406
C -0.53649 1.21341 0.09112  -0.320
C 0.81222 1.46614 0.33272  0.036
C 1.67786 -0.58972 -0.28867  0.278
C -0.49301 -1.23741 0.29549  0.091
H -1.46184 1.94908 0.25351  0.259
H 1.20424 2.40890 0.70042  0.223
H 2.35361 -1.13951 -0.89508  0.167
H -1.13051 -1.73916 1.07523  0.211
N 1.79647 0.61681 -0.26697  -0.423
N 0.76026 -1.52602 0.24673  -0.408
O -2.52801 0.02090 -0.28330  -0.520

Atomic forces in eV per Å
-3.892 2.395 1.091
-0.921 1.905 0.547
-1.537 -1.460 -2.207
-0.879 -5.840 -1.631
-0.014 -1.021 1.528
2.705 -1.029 -0.030
-0.284 -0.143 0.077
1.172 -0.382 -0.342
0.512 -0.395 -1.227
-0.917 5.447 2.063
-1.105 1.862 0.557
5.159 -1.340 -0.426

=====

What are the energy values for these records? In order: -6313.9984 -75574.7309 -10274.0667 eV.
What are the molar mass values for these records? In order: 78.11 135.95 108.10 g mol⁻¹.
What are the energy above the lowest of the compared OMol25 structures with the same formula, charge and spin values for these records? In order: 120.0 171.4 62.2 kcal per mole.